Entry from OMol25: a cluster of 14 separate species, C47H113N9O19 in total at a distorted geometry (ωB97M-V/def2-TZVPD).

Results
Gap between HOMO and LUMO   0.3213 Ha
Energy relative to the best compared isomer or geometry (same formula, charge and spin)   0.0 kcal per mole
HOMO level   -8.63 eV
Largest force on an atom   1.951 eV/A

XYZ file:
```
188
Properties=species:S:1:pos:R:3:lowdin_charge:R:1
C -2.97 -5.25 7.26 -0.12
O -2.72 -3.88 7.44 -0.18
C -3.66 -3.05 6.79 -0.21
C -2.97 -1.82 6.21 -0.19
O -2.98 -1.77 4.80 -0.18
C -2.06 -2.64 4.19 -0.11
H -2.23 -5.80 7.83 0.09
H -2.85 -5.54 6.20 0.09
H -3.97 -5.57 7.57 0.09
H -4.39 -2.67 7.52 0.12
H -4.28 -3.57 6.06 0.13
H -1.92 -1.78 6.56 0.12
H -3.40 -0.89 6.58 0.12
H -1.68 -2.15 3.30 0.06
H -2.51 -3.60 3.91 0.09
H -1.21 -2.94 4.82 0.08
C 3.48 -6.96 -1.87 -0.10
O 2.52 -6.71 -0.86 -0.17
C 1.44 -5.90 -1.24 -0.21
C 1.72 -4.42 -1.24 -0.20
O 2.50 -4.06 -2.37 -0.22
C 3.42 -3.02 -2.15 -0.10
H 3.14 -7.74 -2.55 0.09
H 4.40 -7.29 -1.37 0.09
H 3.76 -6.05 -2.39 0.08
H 0.71 -6.05 -0.43 0.12
H 0.88 -6.22 -2.13 0.13
H 2.25 -4.20 -0.31 0.13
H 0.83 -3.79 -1.23 0.09
H 4.03 -2.93 -3.05 0.08
H 4.05 -3.20 -1.28 0.10
H 2.89 -2.06 -2.09 0.07
C -6.72 4.57 -0.37 -0.13
O -5.33 4.65 -0.42 -0.19
C -4.69 3.39 -0.42 -0.20
C -3.31 3.44 0.18 -0.19
O -3.26 3.88 1.54 -0.20
C -3.32 5.27 1.76 -0.11
H -7.14 3.82 -1.05 0.09
H -7.14 5.49 -0.78 0.09
H -7.10 4.38 0.64 0.09
H -4.60 3.09 -1.48 0.12
H -5.31 2.65 0.09 0.11
H -2.59 4.01 -0.42 0.12
H -3.01 2.40 0.32 0.11
H -4.13 5.78 1.23 0.08
H -2.37 5.74 1.46 0.08
H -3.43 5.49 2.82 0.09
C 5.07 -1.47 3.45 -0.11
O 5.21 -1.34 2.06 -0.16
C 4.25 -0.50 1.48 -0.21
C 4.65 0.98 1.49 -0.17
O 4.17 1.65 2.64 -0.19
C 2.82 2.06 2.57 -0.09
H 4.27 -2.18 3.70 0.08
H 4.86 -0.51 3.92 0.08
H 6.00 -1.85 3.88 0.09
H 3.24 -0.61 1.90 0.11
H 4.09 -0.80 0.44 0.11
H 4.33 1.45 0.55 0.11
H 5.73 1.08 1.50 0.14
H 2.19 1.24 2.21 0.07
H 2.61 2.86 1.85 0.09
H 2.59 2.33 3.60 0.08
C 5.19 -0.49 -4.52 -0.11
O 5.36 0.87 -4.18 -0.20
C 4.81 1.20 -2.92 -0.21
C 5.24 2.55 -2.47 -0.18
O 6.56 2.54 -1.92 -0.19
C 7.62 2.22 -2.77 -0.13
H 5.73 -0.63 -5.46 0.09
H 4.15 -0.74 -4.72 0.08
H 5.68 -1.17 -3.82 0.09
H 5.12 0.44 -2.19 0.13
H 3.71 1.17 -2.98 0.10
H 4.70 2.89 -1.59 0.09
H 5.11 3.40 -3.16 0.14
H 7.49 1.25 -3.28 0.08
H 8.54 2.12 -2.20 0.08
H 7.72 2.96 -3.57 0.09
C 0.37 4.57 -0.38 0.00
C 1.85 4.71 -0.58 -0.54
O 2.54 3.92 -1.21 0.02
N 2.41 5.73 0.13 0.01
C 3.79 6.08 0.03 -0.08
H -0.11 5.55 -0.41 0.09
H 0.19 4.17 0.62 0.06
H -0.10 3.86 -1.06 0.07
H 1.77 6.24 0.72 0.10
H 3.99 6.50 -0.97 0.09
H 4.48 5.24 0.10 0.08
H 4.07 6.90 0.68 0.08
C -4.79 -0.38 0.52 0.01
C -5.47 -1.71 0.76 -0.54
O -4.84 -2.71 1.07 0.02
N -6.81 -1.71 0.57 0.01
C -7.60 -2.92 0.64 -0.07
H -4.97 -0.07 -0.51 0.09
H -3.72 -0.45 0.69 0.07
H -5.20 0.36 1.21 0.09
H -7.33 -0.86 0.47 0.14
H -8.30 -2.90 1.47 0.08
H -6.92 -3.75 0.86 0.08
H -8.10 -3.13 -0.30 0.08
C 2.31 1.70 7.66 0.00
C 1.58 1.10 6.48 -0.55
O 0.63 1.67 5.95 0.02
N 1.97 -0.14 6.10 0.03
C 1.36 -0.85 4.99 -0.05
H 2.25 2.78 7.56 0.08
H 3.34 1.36 7.72 0.08
H 1.78 1.43 8.57 0.09
H 2.77 -0.58 6.53 0.13
H 0.83 -0.13 4.37 0.06
H 0.69 -1.65 5.29 0.07
H 2.16 -1.31 4.40 0.07
C 1.66 2.82 -4.37 0.01
C 1.23 1.52 -5.00 -0.53
O 1.47 0.45 -4.47 0.03
N 0.41 1.62 -6.08 0.00
C -0.29 0.45 -6.60 -0.07
H 2.20 2.53 -3.47 0.05
H 0.80 3.36 -3.97 0.08
H 2.24 3.50 -4.98 0.09
H 0.40 2.48 -6.59 0.13
H -0.68 -0.14 -5.78 0.06
H 0.36 -0.16 -7.23 0.09
H -1.15 0.86 -7.13 0.08
C -2.06 -5.04 -5.87 0.00
C -0.75 -4.29 -5.88 -0.56
O -0.07 -4.26 -6.90 0.04
N -0.42 -3.64 -4.73 0.03
C 0.81 -2.90 -4.70 -0.08
H -2.74 -4.65 -5.10 0.05
H -1.95 -6.11 -5.68 0.09
H -2.50 -4.91 -6.85 0.08
H -0.81 -3.99 -3.86 0.09
H 1.69 -3.53 -4.70 0.09
H 0.94 -2.27 -3.81 0.07
H 0.86 -2.21 -5.54 0.07
C -2.15 -0.77 -3.04 0.02
C -2.58 0.68 -3.04 -0.54
O -2.48 1.31 -2.01 0.03
N -3.10 1.19 -4.20 0.01
C -3.19 2.61 -4.41 -0.08
H -1.06 -0.77 -2.93 0.08
H -2.41 -1.34 -3.94 0.07
H -2.65 -1.21 -2.18 0.07
H -3.56 0.57 -4.84 0.13
H -4.22 2.93 -4.57 0.08
H -2.54 2.91 -5.23 0.07
H -2.86 3.12 -3.51 0.07
C -1.82 -3.92 -0.09 0.02
C -2.45 -4.22 -1.44 -0.54
O -1.81 -4.78 -2.32 0.02
N -3.74 -3.85 -1.54 0.02
C -4.53 -3.99 -2.77 -0.05
H -0.75 -3.83 -0.17 0.05
H -2.00 -4.82 0.51 0.10
H -2.28 -3.09 0.45 0.06
H -4.13 -3.35 -0.76 0.08
H -5.56 -3.79 -2.50 0.08
H -4.36 -4.99 -3.17 0.08
H -4.19 -3.25 -3.50 0.07
C 2.32 5.88 4.09 0.01
C 1.10 5.32 3.41 -0.53
O 0.57 5.85 2.43 0.00
N 0.65 4.15 3.89 0.02
C -0.52 3.39 3.50 -0.05
H 2.06 6.60 4.87 0.09
H 2.92 6.43 3.36 0.08
H 2.95 5.10 4.51 0.08
H 1.07 3.72 4.70 0.10
H -1.01 3.90 2.68 0.06
H -1.20 3.26 4.35 0.09
H -0.24 2.37 3.24 0.06
C 1.43 0.39 -1.21 0.02
C 0.78 -0.30 -0.03 -0.55
O 0.95 -1.50 0.16 0.04
N 0.03 0.45 0.81 0.03
C -0.87 -0.10 1.79 -0.07
H 1.19 -0.29 -2.03 0.06
H 2.50 0.38 -1.06 0.07
H 0.99 1.35 -1.45 0.07
H -0.03 1.44 0.60 0.12
H -0.39 -0.36 2.73 0.06
H -1.27 -1.05 1.42 0.07
H -1.68 0.62 1.93 0.09
```

Entry from OMol25: a cluster of 11 separate species, C47H126N10O13 in total at a distorted geometry (ωB97M-V/def2-TZVPD).

Results
Gap between HOMO and LUMO   0.3113 Ha
Energy relative to the best compared isomer or geometry (same formula, charge and spin)   0.0 kcal per mole
HOMO level   -8.00 eV
Largest force on an atom   2.294 eV/A

XYZ file:
```
196
Properties=species:S:1:pos:R:3:lowdin_charge:R:1
C -0.85 -9.17 -0.96 -0.08
O -0.59 -7.77 -1.11 -0.18
C -1.12 -6.99 -0.08 -0.21
C -0.38 -5.65 -0.03 -0.46
C -0.91 -4.64 0.94 -0.06
N -0.32 -5.04 -1.29 0.07
H -0.28 -9.57 -0.12 0.09
H -0.50 -9.73 -1.83 0.09
H -1.91 -9.38 -0.80 0.09
H -2.20 -6.87 -0.23 0.12
H -1.08 -7.42 0.92 0.13
H 0.62 -5.94 0.30 0.13
H -0.68 -5.02 1.93 0.09
H -1.97 -4.45 0.81 0.07
H -0.48 -3.65 0.80 0.06
H -1.25 -4.72 -1.55 0.05
H -0.30 -5.87 -1.87 0.08
C -0.38 -1.86 3.40 -0.07
O -0.17 -1.29 4.72 -0.20
C 1.16 -1.19 5.15 -0.19
C 1.03 -1.00 6.70 -0.39
C 0.74 0.48 7.07 -0.06
N 2.17 -1.54 7.43 0.03
H 0.14 -2.81 3.21 0.07
H -0.01 -1.14 2.67 0.06
H -1.44 -1.97 3.21 0.09
H 1.71 -2.10 4.88 0.11
H 1.73 -0.35 4.77 0.09
H 0.09 -1.48 6.99 0.13
H 0.52 1.17 6.27 0.04
H 1.59 0.98 7.54 0.07
H -0.10 0.52 7.77 0.07
H 2.11 -1.22 8.38 0.07
H 2.99 -1.15 6.99 0.07
C 1.53 4.46 2.37 -0.06
O 1.45 3.10 2.84 -0.20
C 2.25 2.88 3.95 -0.21
C 3.71 2.48 3.60 -0.42
C 3.81 1.11 2.95 -0.05
N 4.65 2.56 4.72 0.03
H 2.59 4.58 2.15 0.08
H 1.14 5.26 3.00 0.09
H 0.93 4.44 1.46 0.08
H 2.11 3.66 4.70 0.13
H 1.81 1.98 4.37 0.09
H 4.14 3.07 2.80 0.12
H 4.79 0.64 2.89 0.09
H 3.35 1.07 1.96 0.05
H 3.22 0.36 3.49 0.05
H 5.61 2.48 4.40 0.07
H 4.66 3.48 5.13 0.06
C 3.34 2.37 -1.20 -0.09
O 4.31 2.86 -2.14 -0.17
C 3.72 3.13 -3.41 -0.21
C 4.75 3.84 -4.31 -0.42
C 4.22 4.24 -5.71 -0.06
N 5.85 2.96 -4.64 0.03
H 2.54 3.10 -1.05 0.07
H 3.70 2.20 -0.18 0.08
H 2.84 1.48 -1.57 0.07
H 3.42 2.21 -3.92 0.11
H 2.84 3.76 -3.27 0.11
H 5.14 4.65 -3.69 0.13
H 4.00 3.32 -6.25 0.08
H 4.98 4.83 -6.21 0.07
H 3.23 4.70 -5.71 0.06
H 6.12 2.52 -3.77 0.06
H 6.67 3.50 -4.89 0.08
C -3.05 4.44 1.02 -0.07
O -3.20 3.81 -0.26 -0.21
C -4.48 3.17 -0.41 -0.20
C -4.45 2.48 -1.77 -0.44
C -4.31 3.49 -2.95 -0.05
N -5.71 1.85 -2.01 0.03
H -3.18 3.71 1.82 0.07
H -3.84 5.18 1.09 0.09
H -2.02 4.80 1.05 0.09
H -4.66 2.48 0.41 0.12
H -5.35 3.83 -0.40 0.12
H -3.58 1.83 -1.85 0.11
H -5.15 4.17 -3.00 0.08
H -4.11 3.05 -3.92 0.07
H -3.43 4.10 -2.73 0.06
H -6.42 2.57 -2.06 0.07
H -5.91 1.19 -1.26 0.07
C 6.64 -0.22 -1.31 -0.11
O 6.24 -0.90 -2.47 -0.18
C 4.93 -0.56 -2.92 -0.18
C 4.36 -1.66 -3.87 -0.43
C 2.96 -1.37 -4.36 -0.07
N 4.45 -2.97 -3.28 0.05
H 5.78 -0.16 -0.64 0.07
H 6.99 0.81 -1.42 0.08
H 7.40 -0.87 -0.88 0.09
H 4.30 -0.56 -2.03 0.10
H 4.88 0.43 -3.38 0.10
H 4.98 -1.71 -4.77 0.13
H 2.27 -1.15 -3.55 0.05
H 2.56 -2.25 -4.87 0.08
H 2.87 -0.52 -5.04 0.07
H 5.31 -3.15 -2.79 0.06
H 3.71 -3.11 -2.61 0.01
C 3.33 -3.18 2.69 -0.10
O 4.24 -2.86 1.63 -0.18
C 3.62 -2.58 0.38 -0.19
C 2.70 -3.70 -0.09 -0.42
C 3.47 -5.07 -0.24 -0.02
N 2.13 -3.37 -1.38 0.05
H 3.77 -3.01 3.67 0.09
H 3.25 -4.26 2.56 0.08
H 2.40 -2.60 2.73 0.06
H 3.07 -1.66 0.53 0.11
H 4.37 -2.33 -0.38 0.11
H 1.89 -3.77 0.64 0.10
H 3.69 -5.52 0.73 0.06
H 4.40 -4.88 -0.77 0.07
H 2.90 -5.77 -0.84 0.07
H 1.81 -2.41 -1.34 0.06
H 1.28 -3.91 -1.45 0.03
C 0.02 3.49 -2.25 -0.06
O 0.61 2.34 -2.92 -0.25
C 0.54 2.43 -4.38 -0.14
C -0.92 2.17 -4.91 -0.43
C -1.42 0.72 -4.60 -0.04
N -0.85 2.31 -6.32 0.03
H -0.01 3.22 -1.20 0.07
H -1.01 3.62 -2.58 0.07
H 0.56 4.41 -2.51 0.09
H 0.96 3.35 -4.77 0.11
H 1.16 1.62 -4.76 0.12
H -1.68 2.81 -4.48 0.11
H -0.77 -0.01 -5.08 0.08
H -2.40 0.51 -5.02 0.09
H -1.39 0.65 -3.52 0.05
H -0.35 1.52 -6.70 0.07
H -1.79 2.17 -6.65 0.07
C -1.55 1.56 3.78 -0.07
O -2.57 2.23 4.56 -0.20
C -2.44 2.18 5.99 -0.20
C -3.70 2.75 6.68 -0.22
N -3.89 4.08 6.21 -0.07
C -5.10 4.68 6.69 -0.21
C -5.37 5.85 5.78 -0.26
O -5.66 5.32 4.52 -0.20
C -6.46 6.20 3.69 -0.08
H -0.52 1.71 4.09 0.07
H -1.66 1.84 2.73 0.07
H -1.70 0.49 3.90 0.07
H -1.57 2.79 6.23 0.12
H -2.24 1.16 6.32 0.11
H -3.56 2.73 7.76 0.12
H -4.51 2.05 6.44 0.12
H -3.88 4.05 5.20 0.10
H -5.06 4.98 7.74 0.12
H -5.92 3.96 6.62 0.12
H -4.52 6.54 5.73 0.12
H -6.18 6.49 6.11 0.12
H -6.06 7.22 3.64 0.09
H -7.47 6.27 4.10 0.08
H -6.57 5.67 2.75 0.08
C -1.11 -3.89 -6.45 -0.07
O -1.73 -3.17 -5.34 -0.20
C -0.84 -2.95 -4.23 -0.20
C -1.66 -2.54 -3.02 -0.22
N -2.49 -3.62 -2.63 -0.08
C -3.39 -3.20 -1.60 -0.20
C -4.32 -4.43 -1.30 -0.23
O -5.06 -4.87 -2.40 -0.17
C -6.24 -4.12 -2.67 -0.09
H -0.86 -4.92 -6.17 0.08
H -0.17 -3.44 -6.76 0.08
H -1.84 -3.85 -7.26 0.08
H -0.04 -2.26 -4.49 0.10
H -0.33 -3.89 -4.00 0.12
H -2.12 -1.60 -3.31 0.10
H -1.07 -2.27 -2.15 0.10
H -3.00 -3.91 -3.45 0.12
H -4.05 -2.38 -1.87 0.11
H -2.80 -2.88 -0.74 0.11
H -4.96 -4.19 -0.45 0.12
H -3.71 -5.22 -0.87 0.10
H -6.97 -4.28 -1.87 0.08
H -6.75 -4.62 -3.49 0.09
H -6.09 -3.07 -2.92 0.09
C 0.52 0.63 0.56 -0.03
C -0.29 -0.17 -0.51 -0.45
C -1.67 0.44 -0.76 -0.04
O 0.39 -0.28 -1.75 -0.07
H 0.83 1.56 0.07 0.06
H 1.45 0.20 0.93 0.06
H -0.05 0.80 1.47 0.06
H -0.36 -1.17 -0.09 0.11
H -1.44 1.48 -1.00 0.06
H -2.33 0.50 0.11 0.09
H -2.21 -0.02 -1.59 0.06
H 0.46 0.61 -2.10 0.04
```